C3H2ClNOS in the gas phase in a non-equilibrium geometry, computed with the ωB97M-V functional and the def2-TZVPD basis.

XYZ file:
```
9
C3H2ClNOS (the ωB97M-V functional and the def2-TZVPD basis)
C -0.060 -0.401 -1.007
C -0.699 0.697 -0.392
C 0.840 -1.121 -0.364
N 0.878 -0.091 1.656
O -0.762 1.872 2.021
S -0.256 0.782 1.223
Cl 1.964 -2.287 -0.376
H -0.319 -0.642 -2.034
H -1.586 1.191 -0.727
```

HOMO-LUMO gap (spin up / spin down)	7.37 / 7.56	eV
⟨S²⟩	2.040
ΔE to the lowest compared entry with this formula, charge and spin	0.037	eV
net charge	0
spin multiplicity	3
LUMO (spin up / spin down)	-0.115 / -2.428	eV

These are the natural (NBO) partial charges, in e, on atoms 1 to 5:
1. C -0.36
2. C -0.48
3. C 0.07
4. N -0.80
5. O -0.87



9 unconnected molecules or ions with the total composition C25H50Br8O7 in a non-equilibrium geometry, computed with the ωB97M-V functional and the def2-TZVPD basis.

XYZ file:
```
90
C25H50Br8O7 (the ωB97M-V functional and the def2-TZVPD basis)
C -3.824 3.806 3.841
C -2.740 3.323 4.842
O -1.629 3.796 4.783
C -3.199 2.484 5.977
H -4.387 4.598 4.336
H -4.420 2.952 3.519
H -3.232 4.072 2.965
H -3.889 3.094 6.561
H -2.401 2.086 6.604
H -3.787 1.650 5.594
C 5.539 -7.624 0.601
C 5.926 -6.959 -0.675
O 6.915 -7.282 -1.286
C 5.104 -5.828 -1.259
H 4.708 -7.117 1.094
H 6.422 -7.614 1.240
H 5.193 -8.636 0.393
H 4.118 -6.176 -1.567
H 5.552 -5.476 -2.188
H 4.956 -4.976 -0.596
C 1.338 -1.631 0.268
C 0.937 -0.399 1.053
O -0.228 -0.316 1.428
C 1.938 0.737 1.313
H 0.523 -1.956 -0.380
H 1.579 -2.516 0.856
H 2.210 -1.386 -0.338
H 1.432 1.631 1.677
H 2.448 1.077 0.412
H 2.618 0.491 2.128
O -0.794 -9.359 1.551
C -1.425 -8.999 2.570
O -2.232 -9.661 3.364
C -2.597 -11.012 3.006
C -3.517 -11.640 4.055
C -1.174 -7.540 2.992
H -1.736 -11.680 3.010
H -3.078 -11.130 2.035
H -4.454 -11.090 4.141
H -3.045 -11.710 5.035
H -3.785 -12.676 3.846
H -0.306 -7.458 3.646
H -2.007 -7.202 3.609
H -1.088 -6.853 2.150
O -0.029 10.749 -1.066
C -0.386 11.226 0.022
O -0.755 10.500 1.142
C -0.643 9.020 1.231
C 0.736 8.702 1.843
C -0.877 12.692 0.153
H -0.756 8.613 0.227
H -1.337 8.613 1.967
H 1.475 9.340 1.357
H 1.025 7.674 1.628
H 0.899 8.717 2.921
H -1.966 12.730 0.121
H -0.451 13.326 -0.625
H -0.690 13.130 1.134
Br -6.876 -6.490 0.440
C -6.132 -5.445 -1.114
C -4.590 -5.493 -0.969
Br -3.713 -4.555 -2.502
H -6.460 -4.410 -1.017
H -6.448 -5.841 -2.079
H -4.240 -6.525 -0.984
H -4.382 -4.949 -0.047
Br 8.003 1.272 -6.733
C 6.172 1.171 -5.922
C 5.508 -0.165 -6.378
Br 3.865 -0.666 -5.364
H 5.688 2.110 -6.188
H 6.228 1.026 -4.843
H 6.227 -0.965 -6.197
H 5.242 -0.146 -7.435
Br -2.779 3.163 -2.259
C -3.969 1.568 -2.329
C -5.142 1.730 -3.383
Br -6.374 0.277 -2.958
H -4.309 1.370 -1.313
H -3.336 0.726 -2.612
H -4.772 1.686 -4.408
H -5.682 2.647 -3.151
Br 3.763 5.457 -2.839
C 3.380 7.363 -3.289
C 4.464 7.924 -4.171
Br 4.409 7.156 -6.040
H 3.266 7.911 -2.354
H 2.400 7.385 -3.765
H 5.450 7.783 -3.730
H 4.415 9.001 -4.329
```

HOMO-LUMO gap	9.68	eV
structure (SMILES)	CCOC(C)=O.CCOC(C)=O.CC(C)=O.CC(C)=O.CC(C)=O.BrCCBr.BrCCBr.BrCCBr.BrCCBr
net charge	0
LUMO	0.121	eV

These are the Löwdin partial charges, in e, on atoms 1 to 5:
1. C -0.02
2. C -0.50
3. O 0.06
4. C -0.03
5. H 0.09



A molecular structure, C27H26HgN3OS4, computed with the ωB97M-V functional and the def2-TZVPD basis.

XYZ file:
```
62
C27H26HgN3OS4 (the ωB97M-V functional and the def2-TZVPD basis)
Hg -0.098 -0.927 -1.306
N 2.908 -1.256 -2.556
C 3.561 -0.140 -2.049
C 4.951 -0.156 -1.892
C 5.603 0.925 -1.309
C 4.885 2.032 -0.899
C 3.478 2.082 -1.046
C 2.717 3.213 -0.671
C 1.328 3.187 -0.903
C 0.738 2.063 -1.418
N 1.412 0.924 -1.747
C 2.793 0.957 -1.600
H 3.489 -1.939 -3.012
H 2.037 -1.102 -3.041
H 5.509 -1.025 -2.227
H 6.682 0.902 -1.192
H 5.390 2.889 -0.464
H 3.210 4.073 -0.232
H 0.702 4.037 -0.657
H -0.335 2.012 -1.553
S 0.019 -5.560 -2.149
C 0.102 -3.891 -1.941
S -0.254 -2.769 -3.210
S 0.613 -3.212 -0.417
O 0.794 0.194 1.571
S 1.481 -1.058 2.034
C 2.018 -0.644 3.729
C 3.409 0.022 3.650
C 3.720 0.279 2.170
C 3.169 -0.935 1.438
H 2.020 -1.556 4.329
H 1.231 0.015 4.092
H 4.153 -0.666 4.062
H 3.451 0.938 4.241
H 4.781 0.432 1.974
H 3.187 1.160 1.808
H 3.672 -1.869 1.706
H 3.121 -0.847 0.353
N -1.923 0.332 -1.276
C -2.976 0.103 -0.637
C -4.149 1.069 -0.756
C -4.211 1.920 -1.858
C -5.227 2.853 -1.978
C -6.200 2.961 -0.989
C -6.146 2.123 0.114
C -5.131 1.179 0.224
C -3.238 -1.104 0.235
C -2.347 -1.447 1.244
C -2.536 -2.606 1.984
C -3.617 -3.435 1.723
C -4.517 -3.095 0.722
C -4.332 -1.931 -0.011
H -3.426 1.832 -2.600
H -5.261 3.503 -2.845
H -6.990 3.699 -1.077
H -6.895 2.201 0.894
H -5.097 0.520 1.084
H -1.491 -0.806 1.421
H -1.812 -2.880 2.742
H -3.745 -4.356 2.280
H -5.352 -3.748 0.495
H -5.030 -1.668 -0.798
```

HOMO-LUMO gap (spin up / spin down)	3.49 / 5.38	eV
⟨S²⟩	0.767
net charge	-2
spin multiplicity	2
LUMO (spin up / spin down)	4.171 / 4.166	eV

These are the natural (NBO) partial charges, in e, on atoms 1 to 5:
1. Hg 1.35
2. N -0.83
3. C 0.21
4. C -0.36
5. C -0.22



4 unconnected molecules or ions with the total composition C5H11N, computed with the ωB97M-V functional and the def2-TZVPD basis.

XYZ file:
```
17
C5H11N (the ωB97M-V functional and the def2-TZVPD basis)
C 1.417 0.246 -1.465
C 1.420 1.283 -0.565
N -0.030 0.759 0.841
C 0.154 -0.416 1.381
C -0.865 -0.365 0.353
C -2.361 -0.320 0.482
H 1.381 -0.965 -0.309
H 0.590 0.171 -2.169
H 2.312 -0.300 -1.741
H 2.271 1.394 0.107
H 0.817 2.171 -0.695
H 1.199 -1.168 0.504
H 0.457 -0.719 2.377
H -0.533 -0.821 -0.589
H -2.752 -1.322 0.692
H -2.790 0.008 -0.472
H -2.687 0.366 1.267
```

HOMO-LUMO gap	10.09	eV
ΔE to the lowest compared entry with this formula, charge and spin	5.609	eV
net charge	0
LUMO	1.111	eV

These are the natural (NBO) partial charges, in e, on atoms 1 to 5:
1. C -0.54
2. C -0.28
3. N -0.36
4. C -0.07
5. C -0.12



C4H7NO in the gas phase in a non-equilibrium geometry, computed with the ωB97M-V functional and the def2-TZVPD basis.

XYZ file:
```
13
C4H7NO (the ωB97M-V functional and the def2-TZVPD basis)
C 0.109 -0.441 -1.515
C -0.876 -0.748 -0.651
C -0.933 -0.197 0.788
C 1.481 0.488 0.790
H 1.017 0.178 -1.268
H -0.003 -0.552 -2.731
H -1.810 -1.327 -0.874
H -0.846 -1.089 1.497
H -1.990 0.295 0.882
H -0.263 1.808 0.770
H 1.784 -0.692 0.820
N 0.058 0.855 0.924
O 2.271 1.421 0.568
```

HOMO-LUMO gap	10.49	eV
structure (SMILES)	C=CCNC=O
ΔE to the lowest compared entry with this formula, charge and spin	2.692	eV
net charge	0
LUMO	0.913	eV

These are the natural (NBO) partial charges, in e, on atoms 1 to 5:
1. C -0.42
2. C -0.21
3. C -0.27
4. C 0.51
5. H 0.21



A molecular structure, C5H8O2, computed with the ωB97M-V functional and the def2-TZVPD basis.

XYZ file:
```
15
C5H8O2 (the ωB97M-V functional and the def2-TZVPD basis)
C -1.305 -0.983 -0.644
C 0.188 -0.509 0.383
O 0.530 -1.572 1.088
C 1.195 0.210 -0.567
C 0.922 1.461 0.262
O -0.454 1.787 0.099
C -0.119 0.817 1.080
H -1.513 0.053 -0.913
H -1.036 -1.563 -1.531
H -2.189 -1.391 -0.135
H -0.548 -1.591 0.260
H 2.175 -0.241 -0.396
H 0.976 0.298 -1.634
H 1.602 2.259 0.540
H -0.424 0.966 2.110
```

HOMO-LUMO gap	10.16	eV
ΔE to the lowest compared entry with this formula, charge and spin	5.990	eV
net charge	0
LUMO	0.946	eV

These are the natural (NBO) partial charges, in e, on atoms 1 to 5:
1. C -0.87
2. C 0.38
3. O -0.78
4. C -0.48
5. C 0.07



10 unconnected molecules or ions with the total composition C6H28O12 in a non-equilibrium geometry, computed with the ωB97M-V functional and the def2-TZVPD basis.

XYZ file:
```
46
C6H28O12 (the ωB97M-V functional and the def2-TZVPD basis)
O 0.915 3.255 2.297
H 0.295 3.492 2.998
H 0.852 3.974 1.657
O -0.312 -3.672 0.536
H -1.045 -4.220 0.844
H -0.438 -3.607 -0.429
O -2.465 -2.229 2.483
H -1.877 -2.508 3.195
H -1.874 -2.089 1.731
O 0.687 -2.726 2.998
H 0.700 -3.672 3.170
H 0.517 -2.668 2.039
O 4.058 -1.326 0.218
H 4.882 -1.529 -0.236
H 3.365 -1.585 -0.398
O 1.717 -0.080 3.351
H 1.315 -0.971 3.289
H 1.481 0.216 4.236
O 3.427 2.078 1.181
H 3.906 2.844 0.849
H 2.587 2.431 1.516
C -1.720 3.098 -3.180
C -1.575 2.258 -1.910
C -2.116 2.881 -0.626
O -3.198 2.018 -0.237
C -3.295 1.002 -1.080
O -4.115 0.164 -1.004
O -2.333 1.070 -2.044
H -1.057 3.972 -3.145
H -2.739 3.433 -3.377
H -1.358 2.539 -4.047
H -0.500 2.072 -1.839
H -2.525 3.879 -0.775
H -1.390 2.856 0.185
C 0.352 0.284 0.246
O -0.446 0.690 1.351
H 0.982 1.120 -0.087
H 1.017 -0.558 0.475
H -0.320 -0.021 -0.555
H 0.136 1.069 2.022
C 0.664 -2.847 -3.061
O 0.176 -3.985 -2.284
H -0.176 -2.217 -3.361
H 1.313 -2.231 -2.438
H 1.161 -3.174 -3.971
H 0.366 -4.780 -2.784
```

HOMO-LUMO gap	9.95	eV
structure (SMILES)	C[C@H]1COC(=O)O1.CO.CO.O.O.O.O.O.O.O
ΔE to the lowest compared entry with this formula, charge and spin	2.736	eV
net charge	0
LUMO	0.139	eV

These are the natural (NBO) partial charges, in e, on atoms 1 to 5:
1. O -0.95
2. H 0.49
3. H 0.48
4. O -0.99
5. H 0.48



A gas-phase ion, C3H10NS2 (charge +2) in a non-equilibrium geometry, computed with the ωB97M-V functional and the def2-TZVPD basis.

XYZ file:
```
16
C3H10NS2 (the ωB97M-V functional and the def2-TZVPD basis)
N -1.906 -0.938 0.240
C -1.615 0.524 0.392
C -0.858 1.123 -0.815
S 0.726 0.260 -1.345
S 1.394 -0.846 0.233
C 3.251 -0.232 0.281
H -1.174 -1.650 0.165
H -2.351 -1.340 1.081
H -2.470 -1.133 -0.597
H -2.506 1.058 0.655
H -0.933 0.625 1.234
H -0.583 2.168 -0.567
H -1.445 1.080 -1.726
H 3.269 0.370 1.192
H 3.694 -1.223 0.282
H 3.508 0.155 -0.706
```

HOMO-LUMO gap (spin up / spin down)	10.53 / 7.47	eV
⟨S²⟩	0.755
ΔE to the lowest compared entry with this formula, charge and spin	0.771	eV
net charge	+2
spin multiplicity	2
LUMO (spin up / spin down)	-8.267 / -11.883	eV

These are the natural (NBO) partial charges, in e, on atoms 1 to 5:
1. N -0.69
2. C -0.25
3. C -0.54
4. S 0.45
5. S 0.29



no.,E_tot (hartree)
1,-1103.62697
2,-22101.28930
3,-3030.16866
4,-251.65640
5,-286.53273
6,-345.58483
7,-1148.25961
8,-970.71642